59
Properties=species:S:1:pos:R:3:forces:R:3:lowdin_charge:R:1 method="wB97M-V/def2-TZVPD" homo_energy_ev=-10.256 charge=+1 e_lumo_ev=-4.213
C -5.9729 -1.3073 0.5083 -0.4 0.2 -0.2 -0.034
N -4.8286 -1.6661 1.3166 1.0 0.4 -0.1 -0.170
C -5.0281 -2.8208 2.1666 0.2 -0.4 0.1 -0.048
C -3.5863 -1.1338 1.1323 -0.7 0.1 0.1 -0.188
C -3.4049 0.1471 0.5274 0.5 0.2 -0.2 0.012
C -2.1428 0.6830 0.4047 -0.6 -0.1 0.2 -0.009
C -0.9691 -0.0232 0.8115 0.4 0.2 -0.2 -0.198
C 0.2775 0.6212 0.6117 -0.5 -0.3 2.1 0.049
C 1.5736 0.0805 0.8943 0.5 0.1 0.2 -0.199
C 2.6862 0.5056 0.1055 0.0 -0.3 0.5 -0.008
C 3.9320 -0.0761 0.2385 -0.2 0.2 -0.1 0.001
C 4.1773 -1.0628 1.2373 0.3 -0.1 -0.1 -0.198
N 5.4153 -1.6097 1.3968 -0.5 0.2 -0.1 -0.176
C 5.6699 -2.6693 2.3520 -0.1 -0.3 0.2 -0.047
C 6.5059 -1.3241 0.4880 0.2 0.1 -0.3 -0.045
C 3.0992 -1.4245 2.0921 -0.3 0.2 0.1 0.004
C 1.8535 -0.8391 1.9514 0.2 -0.3 -0.6 -0.017
C -1.1587 -1.3384 1.3406 -0.6 -0.1 0.0 0.015
C -2.4294 -1.8381 1.5651 0.8 -0.1 0.2 0.007
H -5.8820 -0.3006 0.0998 -0.1 -0.2 0.1 0.076
H -6.1115 -2.0123 -0.3278 0.1 0.2 0.2 0.109
H -6.8662 -1.3659 1.1406 0.1 0.2 -0.2 0.097
H -4.5912 -2.6573 3.1596 -0.1 0.0 -0.2 0.104
H -6.1063 -2.9733 2.2704 0.3 -0.1 0.1 0.093
H -4.5801 -3.7301 1.7409 -0.2 0.1 0.0 0.101
H -4.2656 0.7213 0.1902 0.3 -0.1 0.1 0.105
H -1.9987 1.6648 -0.0491 -0.1 -0.3 0.2 0.107
H 0.2303 1.7015 0.4256 0.0 -0.6 -0.5 0.094
H 2.5460 1.2961 -0.6339 0.0 -0.2 0.1 0.118
H 4.7376 0.2250 -0.4310 -0.4 0.0 0.2 0.102
H 5.2627 -2.4181 3.3373 0.2 0.0 -0.1 0.090
H 5.2384 -3.6313 2.0330 0.1 0.2 0.1 0.106
H 6.7562 -2.7860 2.4333 -0.4 -0.1 0.1 0.090
H 6.5156 -0.2687 0.2045 0.1 -0.2 0.1 0.083
H 7.4429 -1.5605 1.0042 -0.2 0.2 -0.2 0.092
H 6.4532 -1.9339 -0.4280 0.0 0.1 0.2 0.108
H 3.2534 -2.1731 2.8712 -0.1 0.4 -0.2 0.105
H 1.0753 -1.0686 2.6779 0.3 0.0 -0.2 0.115
H -0.2992 -1.9637 1.5755 -0.3 0.1 -0.1 0.108
H -2.5456 -2.8076 2.0540 0.1 0.3 -0.3 0.107
N -0.6204 5.4218 1.2317 0.4 -2.1 -2.6 0.227
N -0.4421 4.6483 0.4005 -0.1 2.0 2.8 -0.203
N -0.1440 3.7101 -0.3467 -0.2 0.4 0.0 0.022
C -0.6204 3.8782 -1.7218 -0.3 0.2 -0.8 -0.168
C -0.2049 2.6656 -2.5441 1.0 0.3 -0.3 -0.359
C -1.0387 2.5192 -3.8181 0.0 -0.1 0.1 -0.131
C -1.0972 1.0027 -4.0813 0.2 0.0 -0.2 -0.148
C -0.6524 0.3219 -2.7753 0.0 -0.2 0.2 -0.178
N -0.2987 1.3982 -1.8337 0.1 -0.1 -0.4 -0.046
H -1.7229 4.0063 -1.7831 0.5 -0.1 0.3 0.122
H -0.1451 4.7551 -2.2074 -0.4 -0.2 0.4 0.130
H 0.8582 2.8383 -2.8099 -0.3 0.0 -0.1 0.147
H -2.0462 2.9140 -3.6455 0.1 0.0 -0.1 0.110
H -0.5842 3.0834 -4.6407 -0.2 -0.2 0.1 0.121
H -2.1055 0.6855 -4.3658 0.3 0.1 -0.1 0.109
H -0.4051 0.7313 -4.8842 -0.2 0.0 0.0 0.109
H -1.4611 -0.2780 -2.3399 0.1 0.0 -0.1 0.101
H 0.2034 -0.3534 -2.9395 -0.3 0.2 0.0 0.118
H 0.5926 1.1897 -1.3838 -0.5 0.2 -0.6 0.060

---

62
Properties=species:S:1:pos:R:3:forces:R:3:lowdin_charge:R:1 method="wB97M-V/def2-TZVPD" homo_energy_ev=-7.913 charge=0 smiles=c1cc[nH]c1.c1cc[nH]c1.CC#N.CC#N.CC#N.CC#N.CC#N.CC#N.CC#N e_lumo_ev=0.329
C -0.5529 0.3216 -4.5664 -2.6 -1.8 0.3 -0.110
C 0.6079 0.2952 -3.8286 2.8 -0.1 -0.5 -0.136
C 0.8681 -0.9959 -3.4474 -1.5 -0.9 1.4 -0.109
N -0.3348 -1.7296 -3.6146 1.8 1.2 -0.5 0.024
C -1.1644 -0.9305 -4.3359 -0.4 1.1 -0.9 -0.171
H -0.9431 1.0661 -5.2446 -0.1 0.2 0.4 0.099
H 1.3405 1.0855 -3.7577 0.0 0.0 0.0 0.102
H 1.7113 -1.4694 -2.9665 0.0 0.2 0.1 0.100
H -0.4317 -2.7161 -3.4207 -0.1 0.3 -0.2 0.149
H -2.1480 -1.2393 -4.6580 0.2 -0.2 -0.1 0.100
C 6.1401 0.3828 1.1406 1.1 -0.5 -0.1 -0.116
C 6.1908 0.1223 2.5535 -1.4 1.0 -0.5 -0.087
C 4.8536 -0.0089 2.9168 1.8 -0.5 0.8 -0.154
N 4.1190 -0.0408 1.7937 -1.8 -0.3 0.0 -0.016
C 4.8813 0.1230 0.6761 0.1 1.1 0.5 -0.161
H 6.9249 0.8225 0.5430 0.2 -0.6 -0.1 0.089
H 7.0477 0.1104 3.2107 -0.1 0.2 -0.1 0.083
H 4.4316 -0.0924 3.9074 -0.2 -0.2 -0.2 0.106
H 3.1099 -0.0453 1.8374 0.1 -0.2 -0.3 0.111
H 4.4590 0.1160 -0.3179 0.1 0.2 0.2 0.104
C -1.0635 -3.5093 3.4726 1.1 -0.2 1.6 -0.088
C -1.8198 -3.1960 2.2910 -1.6 0.6 -2.1 -0.261
N -2.4496 -2.9201 1.3450 1.5 -0.6 1.9 0.147
H -0.5336 -4.4616 3.4920 -0.2 -0.2 -0.8 0.081
H -1.6110 -3.5452 4.4145 -0.8 0.3 -0.4 0.083
H -0.2842 -2.7779 3.6868 -0.1 0.3 -0.5 0.072
C 2.9220 -2.7601 0.2220 -0.9 -0.3 -0.1 -0.077
C 4.0793 -2.6384 -0.5893 -0.7 0.1 1.0 -0.336
N 5.0289 -2.5002 -1.1809 2.2 0.2 -1.7 0.154
H 2.1242 -3.0090 -0.4777 -0.4 -0.1 0.3 0.078
H 2.6803 -1.8128 0.7039 0.0 -0.4 0.1 0.025
H 3.0782 -3.5904 0.9108 -0.3 0.2 0.2 0.096
C -2.6485 2.7969 -2.4818 -1.8 0.7 2.8 -0.035
C -3.0500 2.7261 -1.0302 0.0 -1.3 2.7 -0.270
N -3.2401 2.5387 0.1162 0.3 0.8 -3.2 0.135
H -3.5844 3.1512 -2.9138 0.3 -0.1 -0.8 0.080
H -2.4063 1.7735 -2.7685 0.6 0.5 -0.5 0.054
H -1.9406 3.6217 -2.4002 0.6 -0.5 -1.1 0.076
C -1.0277 0.0856 -0.1124 -0.4 -0.3 0.1 -0.073
C -0.1428 -0.4815 0.8426 2.8 -0.6 2.6 -0.253
N 0.6130 -0.9256 1.6119 -1.3 0.7 -1.3 0.153
H -0.6969 -0.3592 -1.0509 -0.5 0.4 -0.4 0.073
H -1.0466 1.1754 -0.1001 0.3 -0.2 -0.1 0.058
H -1.9846 -0.2985 0.2409 -0.4 0.2 -0.6 0.061
C -4.6676 0.4204 2.6774 -0.5 0.8 0.5 -0.092
C -3.9020 -0.1325 3.7560 4.4 -3.9 4.9 -0.275
N -3.2160 -0.6358 4.6201 -3.7 2.8 -4.6 0.103
H -4.4671 -0.0161 1.6990 0.0 0.1 0.2 0.039
H -4.4255 1.4795 2.7656 -0.1 0.2 -0.8 0.078
H -5.7208 0.3415 2.9470 -0.1 -0.2 -0.3 0.088
C 1.1820 5.6458 1.0474 -1.1 -0.8 -0.5 -0.060
C 0.8073 4.4768 0.1735 0.4 -1.9 -1.9 -0.232
N 0.5923 3.5792 -0.5638 0.4 2.9 2.5 0.116
H 1.3906 5.3067 2.0621 0.1 0.0 -0.2 0.079
H 0.2752 6.2503 1.0649 0.1 0.2 0.2 0.075
H 1.9990 6.2530 0.6576 0.0 -0.4 -0.2 0.081
C -3.2256 -1.3191 -1.8776 -1.1 0.1 0.9 -0.087
C -4.4628 -1.0382 -1.1139 -0.6 0.0 -0.5 -0.264
N -5.4063 -0.7381 -0.5242 0.5 -0.2 -0.2 0.140
H -2.7856 -0.3288 -1.9957 0.5 -0.5 -0.1 0.043
H -3.3722 -1.7977 -2.8458 -0.4 0.2 0.2 0.072
H -2.7014 -2.0074 -1.2147 0.7 0.2 -0.2 0.057

---

69
Properties=species:S:1:pos:R:3:forces:R:3:lowdin_charge:R:1 method="wB97M-V/def2-TZVPD" homo_energy_ev="-15.677 / -16.028" charge=+3 e_lumo_ev="-9.573 / -9.585"
In 1.6652 -1.6179 -2.4373 0.2 0.5 0.1 0.911
N 3.8939 -1.3921 -1.7841 -0.3 -0.1 0.1 -0.021
C 4.2265 0.0605 -1.6761 0.1 0.1 -0.1 -0.221
C 4.4408 0.6989 -3.0421 -0.1 0.0 0.1 -0.164
C 3.1712 0.9163 -3.8523 0.1 0.1 0.0 -0.217
N 2.5369 -0.3716 -4.2539 -0.1 -0.1 0.1 -0.043
H 3.9794 -1.8191 -0.8626 0.0 0.0 0.0 0.104
H 4.5869 -1.8416 -2.3794 0.0 0.0 0.0 0.108
H 5.1219 0.1825 -1.0661 0.0 0.0 0.0 0.137
H 3.4052 0.5550 -1.1568 0.0 0.0 0.0 0.101
H 5.1690 0.1218 -3.6218 0.0 0.0 0.0 0.131
H 4.8981 1.6763 -2.8821 0.0 0.0 0.0 0.137
H 3.4039 1.5008 -4.7433 0.0 0.0 0.0 0.135
H 2.4425 1.4829 -3.2688 0.0 0.0 0.0 0.123
H 3.2223 -0.9374 -4.7531 0.0 0.0 -0.1 0.111
H 1.7937 -0.1820 -4.9233 0.0 -0.1 0.0 0.089
I -0.6718 -2.6296 -4.5566 0.0 -0.1 0.0 1.057
C 0.8839 -3.9957 -4.2415 -0.1 0.0 0.0 -0.745
C 0.9028 -5.1990 -4.9196 0.0 0.0 0.0 -0.076
C 1.9471 -6.0772 -4.6676 0.0 0.0 0.0 0.015
C 2.9288 -5.7281 -3.7498 0.0 0.0 0.0 0.000
C 2.8338 -4.5077 -3.1190 0.0 -0.1 0.0 -0.100
N 1.8285 -3.6474 -3.3618 0.1 -0.2 -0.1 -0.135
H 0.1224 -5.4460 -5.6246 0.0 0.0 0.0 0.120
H 1.9892 -7.0274 -5.1835 0.0 0.0 0.0 0.140
H 3.7517 -6.3910 -3.5247 0.0 0.0 0.0 0.134
H 3.5691 -4.1960 -2.3882 0.0 0.0 0.0 0.116
C 3.2927 0.6835 2.2595 0.0 0.0 -0.1 0.013
O 2.8757 -0.2246 1.2092 0.0 0.0 0.1 -0.037
C 1.6063 -0.2416 0.8134 0.1 0.0 0.1 -0.510
O 1.2542 -1.1236 0.0142 -0.1 0.0 -0.2 -0.075
C 0.7145 0.7345 1.2950 0.1 -0.1 -0.2 0.106
C -0.1180 1.6012 1.7169 -0.2 0.1 0.4 -0.291
As -0.9166 1.5846 3.5757 0.1 -0.1 0.0 1.359
C -0.9423 -0.3449 3.8988 0.0 0.0 -0.1 -0.287
C -2.7867 1.7701 2.9045 0.1 0.0 0.1 -0.258
C -3.3511 0.8763 2.1000 -0.1 0.2 -0.1 -0.275
As -2.7395 -0.3632 0.6742 0.0 -0.1 0.1 1.400
C -3.5677 -2.0101 1.3107 0.0 -0.1 0.0 -0.270
C -4.6256 0.9731 1.3412 -0.1 -0.2 0.3 -0.472
O -4.3858 0.5027 0.1641 0.0 0.0 0.0 -0.105
O -5.8282 1.1642 1.6711 0.1 0.1 -0.2 0.100
C -6.2536 1.6365 2.9856 -0.1 0.1 0.1 0.071
C -3.5525 3.0787 3.0700 0.0 0.0 0.0 -0.533
O -4.1703 3.4677 2.1105 0.1 0.1 0.0 0.137
O -3.5522 3.7562 4.1945 0.0 0.0 -0.1 0.019
C -2.9305 3.3096 5.4097 0.0 -0.1 0.1 -0.042
C -0.5417 2.9074 1.0802 0.0 0.0 -0.2 -0.559
O -0.8166 3.8561 1.7599 0.0 0.0 0.0 0.122
O -0.6323 2.8240 -0.2348 0.0 0.0 0.0 -0.022
C -1.1193 4.0336 -0.8872 0.0 0.0 0.0 0.020
H 4.1969 0.2534 2.6766 0.0 0.0 0.0 0.111
H 2.5268 0.7525 3.0291 0.0 0.0 0.0 0.092
H 3.4991 1.6655 1.8370 0.0 0.0 0.0 0.110
H 0.0689 -0.6757 4.1337 0.0 0.0 0.0 0.034
H -1.3204 -0.9158 3.0511 0.0 -0.1 0.0 -0.005
H -1.5682 -0.5384 4.7696 0.0 0.0 0.0 0.043
H -3.4838 -2.1024 2.3926 0.0 0.0 0.0 0.040
H -3.0638 -2.8537 0.8430 0.0 0.0 0.0 0.030
H -4.6204 -2.0224 1.0264 0.0 0.0 0.0 0.054
H -6.2766 2.7212 2.9576 0.0 0.0 0.0 0.113
H -5.5762 1.2604 3.7498 0.0 0.0 0.0 0.110
H -7.2504 1.2291 3.1125 0.0 0.0 0.0 0.120
H -3.4557 3.8250 6.2084 0.0 0.0 0.0 0.114
H -1.8820 3.6001 5.4182 0.0 0.0 0.0 0.078
H -3.0529 2.2314 5.5449 0.0 0.0 0.0 0.089
H -1.4014 3.7278 -1.8883 0.0 0.0 0.0 0.099
H -0.3223 4.7727 -0.9153 0.0 0.0 0.0 0.109
H -1.9734 4.4292 -0.3438 0.0 0.0 0.0 0.103

---

Here are the calculated ΔE to the lowest compared entry with this formula, charge and spin numbers, same order: 0.0; 0.0; 0.0 (kJ/mol).